Record 1
ORCA calculation (ωB97M-V with the def2-TZVPD basis set) on a cluster of 7 separate species, C13H31N3O16 in total.

Values from the calculation:
Total charge: 0
SMILES string: C[N+](=O)[O-].C[N+](=O)[O-].C[N+](=O)[O-].COC(=O)OC.COC(=O)OC.COC(=O)OC.CO
HOMO energy, Ha: -0.38054
HOMO-LUMO gap, eV: 10.2
Strongest force on any atom, eV/A: 1.620

Cartesian coordinates (Å):
O: -19.283364 23.176747 1.624653
O: -22.897787 14.205882 6.586356
O: -14.856581 17.699671 7.208038
O: -18.072890 18.751115 3.390075
O: -14.345642 18.832585 -1.092181
O: -22.278234 12.568643 5.176406
O: -18.582695 19.520725 7.570929
O: -17.590914 13.837811 3.791582
O: -16.334675 18.210108 -1.997593
O: -19.576222 22.580470 -0.528727
O: -16.345821 19.213502 -0.108463
O: -20.582336 18.822114 7.229658
O: -13.476877 17.667932 5.560685
O: -18.615513 15.727363 3.680691
O: -19.719302 24.702454 0.187107
O: -21.650233 14.652592 4.823902
N: -14.087683 18.229025 6.442622
N: -19.696485 19.223151 7.944648
N: -17.640600 15.032052 3.904862
C: -19.820651 25.173594 -1.137355
C: -22.284625 13.715520 5.518737
C: -14.060619 19.720138 6.440588
C: -15.652791 17.619474 -3.099599
C: -19.042331 21.852529 2.093787
C: -19.991385 19.358814 9.400308
C: -23.858105 13.385555 7.246287
C: -16.419437 15.795750 4.319317
C: -21.418313 15.945201 5.375447
C: -17.587463 19.483354 4.514392
C: -15.776557 19.916482 0.967349
C: -19.518014 23.390814 0.352333
C: -15.542381 18.762296 -1.070051
H: -20.462311 18.418081 9.669772
H: -16.545828 20.429138 1.536293
H: -15.574837 15.122553 4.414532
H: -13.843836 20.024390 7.463699
H: -18.452326 19.974152 4.964817
H: -15.038005 18.331163 -3.643844
H: -16.665922 16.075344 5.345932
H: -24.579136 14.039019 7.730264
H: -24.300692 12.698663 6.530701
H: -23.366765 12.841400 8.055215
H: -16.864446 20.199818 4.132444
H: -15.089044 20.004841 6.238853
H: -15.061944 20.674405 0.643374
H: -19.877053 26.263530 -1.039403
H: -17.198655 18.803581 5.276093
H: -15.260693 19.260975 1.670157
H: -18.896419 25.047273 -1.702889
H: -18.679413 21.229331 1.277620
H: -16.294652 16.672340 3.696893
H: -20.639726 20.216055 9.548505
H: -22.368789 16.437227 5.586370
H: -19.045842 19.502464 9.908972
H: -18.446649 21.992085 2.989664
H: -13.303775 20.112589 5.775893
H: -18.435296 17.887594 3.620126
H: -20.860272 15.828669 6.307153
H: -19.967003 21.359028 2.407480
H: -15.078716 16.740081 -2.802878
H: -16.444302 17.226895 -3.738281
H: -20.720651 24.869350 -1.665237
H: -20.837165 16.516417 4.661949

Atomic forces in eV per Å
0.0 0.4 0.9
-0.4 0.9 0.5
0.0 -0.2 0.6
0.4 0.1 -0.6
0.2 0.0 -0.1
-0.3 -0.3 0.0
0.2 0.1 0.0
0.0 -0.3 0.2
0.4 0.1 0.1
0.2 -0.4 -0.2
-0.6 0.0 -0.1
-0.3 -0.1 -0.2
0.4 -0.3 0.1
-0.4 0.0 0.1
0.1 0.0 0.5
0.4 0.0 -0.5
-0.4 0.5 -1.2
0.2 0.3 0.2
0.6 0.7 -0.6
0.2 1.6 -0.4
0.4 -0.2 -0.4
0.0 0.0 1.1
-0.4 -0.7 -0.4
-0.8 -0.4 -0.3
0.3 -0.3 -0.1
0.4 -0.3 0.4
-0.2 -0.6 1.2
-0.4 -0.1 0.6
-1.3 -0.8 -0.3
0.9 0.5 0.7
-0.4 0.1 -0.7
-0.4 0.0 0.1
-0.2 0.2 0.2
-0.4 -0.2 -0.3
0.1 0.0 -0.5
0.0 0.0 0.0
0.3 0.4 0.2
0.1 0.1 0.1
0.1 0.4 -0.1
-0.1 0.1 -0.4
-0.1 0.0 0.1
0.0 -0.2 -0.2
0.2 0.0 0.2
0.1 0.2 -0.3
0.0 -0.1 -0.3
-0.2 -0.1 0.2
0.4 0.2 0.0
0.0 -0.2 -0.2
-0.2 -0.7 -0.1
0.6 0.1 0.3
0.0 -0.1 -0.2
-0.2 -0.1 -0.1
0.1 0.1 0.0
0.0 0.0 0.0
0.5 -0.3 -0.3
-0.2 -0.2 -0.3
0.0 0.0 0.3
0.0 0.2 0.0
-0.2 0.3 0.0
0.3 0.3 0.2
0.0 0.3 -0.1
0.2 -0.5 0.0
0.0 -0.2 -0.1


Record 2
ORCA calculation (ωB97M-V with the def2-TZVPD basis set) on a cluster of 4 separate species, C13H31N5O6P in total.

Values from the calculation:
Total charge: +1
HOMO energy, Ha: -0.40642
HOMO-LUMO gap, eV: 5.6
Strongest force on any atom, eV/A: 7.554

Cartesian coordinates (Å):
P: -4.524167 4.008093 -1.100086
O: -5.096130 5.005537 0.018474
O: 2.001534 1.793224 -0.892963
O: -3.988798 4.998777 -2.428588
O: -5.880804 3.047123 -1.726730
O: -0.458968 -2.263405 0.408787
O: 4.623937 -1.249910 1.857797
N: 5.095206 -3.512500 1.722109
N: -0.636081 4.408202 -2.335480
N: 1.756201 -0.467956 -1.325046
N: -2.924886 1.752080 -1.266141
N: -2.283581 -1.389598 1.534427
C: 5.176805 -2.197834 1.314675
C: 1.627355 0.874683 -1.610929
C: -3.173473 2.912098 -0.311153
C: -3.170937 -1.547343 0.400963
C: 1.286202 -1.495819 -2.229911
C: -2.808536 -0.825525 2.760163
C: -0.993187 3.289422 -1.382512
C: -0.967052 -1.780710 1.412809
C: -1.723938 3.671473 0.033689
C: 5.781493 -4.578623 1.023129
C: -1.705933 1.920720 -1.934948
C: 4.298061 -3.839108 2.886116
C: 2.381337 -0.864434 -0.080444
H: 2.412497 -1.954149 0.006332
H: -3.725432 2.465934 0.640457
H: -0.381192 -1.617161 2.332361
H: 2.132862 -2.123499 -2.522361
H: 0.537634 -2.104760 -1.715142
H: -1.765728 4.843602 0.196903
H: -3.208066 -2.604649 0.122185
H: -2.775870 -0.974121 -0.443091
H: -6.123092 2.347276 -1.051183
H: -3.188817 0.178811 2.552710
H: -3.560660 4.461218 -3.157505
H: 6.342898 -4.192036 0.168254
H: 3.264602 -3.526668 2.709095
H: 0.084297 2.887697 -1.073046
H: 5.042183 -5.302824 0.669428
H: -1.382128 5.141574 -2.398148
H: 4.688333 -3.292482 3.749816
H: 5.807686 -2.061017 0.420904
H: -1.313788 1.143131 -2.741281
H: -2.033852 -0.764145 3.529275
H: 1.138833 1.064810 -2.580854
H: 0.177977 4.906305 -1.864618
H: 1.811515 -0.444632 0.753859
H: 4.328656 -4.913820 3.086208
H: -1.282367 3.044692 0.948314
H: 3.398796 -0.463312 -0.049348
H: -3.623204 -1.459862 3.120833
H: 6.473030 -5.067431 1.715360
H: -4.177034 -1.195635 0.646015
H: 0.838126 -1.057497 -3.125755
H: -3.630357 0.965983 -1.394185

Atomic forces in eV per Å
-4.7 5.3 2.5
2.8 -4.3 -4.3
-0.4 -0.2 -0.1
0.0 -3.7 1.6
3.4 0.3 1.6
-0.8 0.5 0.5
0.3 -0.8 -0.1
0.2 1.4 -0.7
-0.4 0.1 1.6
-0.6 1.9 -0.7
4.5 1.0 -1.8
1.3 -0.2 -0.1
-0.2 -0.6 0.6
0.4 -1.6 0.6
-1.3 -0.2 1.2
0.2 -0.2 0.0
0.0 -0.2 0.1
-0.1 -0.1 -0.1
2.7 -0.9 1.2
-0.5 0.0 -0.3
-1.3 -1.8 -1.2
-0.1 0.0 0.2
-3.2 0.5 1.6
-0.1 0.3 0.1
0.4 0.3 0.2
-0.1 0.3 -0.1
1.2 1.1 -1.9
-0.1 0.0 0.0
-0.2 0.0 -0.1
0.1 0.0 -0.2
-0.2 -2.7 -0.3
-0.1 0.2 -0.2
0.0 -0.2 -0.2
0.2 1.3 -0.9
-0.1 0.0 0.2
-0.8 0.8 0.8
-0.1 0.0 0.2
0.0 -0.1 0.2
-2.0 0.5 -0.7
0.2 -0.1 -0.1
0.6 -1.1 0.2
-0.2 -0.1 0.0
0.0 -0.1 0.0
-1.0 1.8 1.9
-0.1 0.0 -0.2
0.0 -0.1 -0.2
-1.2 -1.0 -1.0
0.3 -0.1 0.0
0.1 0.2 -0.1
-0.8 1.7 -2.1
-0.2 -0.1 0.2
0.0 0.2 0.2
0.0 -0.1 -0.2
0.2 -0.1 0.1
0.1 0.0 0.1
1.5 1.2 0.1


Record 3
ORCA calculation (ωB97M-V with the def2-TZVPD basis set) on a structure of composition C13H32NO20S5Sn.

Values from the calculation:
Total charge: +1
HOMO energy, Ha: -0.45552
HOMO-LUMO gap, eV: 3.8
Strongest force on any atom, eV/A: 6.903

Cartesian coordinates (Å):
Sn: -0.425518 5.009297 -2.610432
S: 1.429732 1.315248 3.454958
S: 1.561252 -3.139743 -1.457382
S: 3.395432 2.726508 -3.617942
S: -2.418208 -2.098402 -4.333622
S: -3.664388 0.856777 1.630948
O: -1.240968 3.037128 -0.530182
O: -2.436838 -2.562372 -2.721052
O: 0.678462 -4.033822 -2.263392
O: -0.576888 1.607437 0.729338
O: -4.197268 0.361448 0.329458
O: 4.702562 3.209038 -4.004062
O: -3.834568 -2.195782 -4.847362
O: 0.442952 1.883848 -1.146162
O: -3.394678 2.251558 1.868718
O: 0.434272 2.347648 3.655598
O: 2.442502 1.192498 4.742388
O: 3.242322 1.333887 -4.418412
O: 2.962762 -2.930602 -1.881342
O: 1.038772 -0.080202 3.095458
O: 1.535092 -3.551642 0.133358
O: -2.014938 -0.615462 -3.813652
O: -1.308698 -2.744702 -5.069862
O: -4.926098 0.625637 2.792848
O: 2.183992 3.514278 -3.669322
O: 0.837482 -1.580793 -1.127942
N: -0.464478 2.127828 -0.334442
C: 2.755862 1.806428 2.184968
C: -2.990678 -1.506222 -1.890732
C: 2.360212 -0.587363 -5.333292
C: 3.622882 -0.391343 6.202798
C: -2.368938 -0.248313 2.453948
C: 2.017952 0.569578 -4.392982
C: -6.823158 -0.341382 1.877598
C: 1.654422 -2.378632 0.927678
C: 3.510602 1.972898 -1.927892
C: -2.440508 -0.264052 -2.559672
C: -5.631428 -0.574642 2.852988
C: 3.497932 0.259868 4.768188
C: 1.160082 -1.154373 0.142018
H: 3.411672 0.938878 2.111828
H: -7.385718 -1.251043 1.667478
H: 1.443372 -1.044992 -5.704882
H: 1.858292 -0.325602 0.024858
H: -6.483928 0.221647 1.008098
H: -6.088638 -0.815062 3.812808
H: -1.668148 -0.468273 1.648588
H: -7.535708 0.278157 2.422158
H: 1.024992 0.984998 -4.564912
H: 3.238262 -0.498812 4.029888
H: -5.146818 -1.516372 2.595328
H: -1.505748 0.013568 -2.072592
H: 2.846192 -0.185643 -6.222412
H: 3.414082 2.786548 -1.209032
H: -1.915558 0.313488 3.270608
H: 2.784412 1.163608 -1.851782
H: -2.904938 -1.109542 2.852808
H: 2.698812 -2.401532 1.238858
H: 3.292302 -1.425232 6.302298
H: 0.317402 -0.672232 0.637528
H: 4.453242 0.612018 4.378968
H: 3.214192 2.758278 2.453328
H: 1.016852 -2.536282 1.797598
H: -3.173568 0.524088 -2.387782
H: 3.079082 0.202648 6.937348
H: 2.873022 -1.394993 -4.810952
H: -2.605868 -1.821462 -0.920862
H: 2.139842 1.949058 1.297108
H: 4.640162 -0.406862 6.593948
H: 1.876142 0.162108 -3.392002
H: -4.060628 -1.696043 -1.976062
H: 4.543682 1.631918 -1.860272

Atomic forces in eV per Å
0.4 -2.6 1.3
1.7 -2.1 -1.0
-0.1 -0.7 -1.0
2.4 -3.3 1.5
-2.0 -2.3 0.8
-3.0 -0.7 1.5
-3.1 5.4 -3.0
0.5 -1.0 -2.2
2.5 3.2 2.8
0.1 -2.1 1.7
2.0 0.8 2.5
-2.1 0.2 0.3
4.6 0.8 1.4
0.2 0.0 -0.7
0.3 -1.2 -0.8
1.6 -1.4 0.2
-1.9 1.9 -0.2
-0.7 2.4 0.0
-3.3 -0.1 0.9
0.4 2.9 0.7
-0.7 0.0 -2.5
0.0 0.3 -3.8
-2.9 2.2 2.1
3.0 0.7 -0.5
-1.0 1.0 -0.3
0.0 -2.8 -2.6
3.3 -1.3 0.2
-2.2 -0.1 0.8
0.1 -2.5 -1.1
-1.3 0.0 -0.1
0.2 0.7 -0.3
-1.0 0.9 -1.1
0.1 -2.2 0.5
-0.2 -0.2 1.0
0.4 -0.2 1.2
0.6 1.2 -1.1
0.2 0.3 3.1
-2.6 -1.0 -1.9
0.3 -2.6 0.3
0.6 0.8 0.9
0.0 0.3 0.0
0.3 -0.1 -0.4
-0.2 0.0 0.1
0.6 -0.2 0.4
-0.2 -0.5 -0.1
0.6 0.8 0.5
0.0 -0.2 0.3
0.0 0.3 -0.1
0.6 1.2 -0.8
-0.1 -0.5 0.2
0.9 0.3 -0.3
-0.1 0.2 0.4
0.4 -0.3 0.2
-0.4 -0.2 0.1
-0.1 0.2 -0.3
0.0 0.3 0.2
0.1 0.0 -0.3
0.0 0.8 0.1
-0.3 0.1 -0.5
-0.3 -0.4 -0.2
-0.1 0.9 0.4
0.1 -0.3 0.3
0.1 0.0 0.0
0.0 0.3 -1.1
-0.2 0.1 -0.2
0.5 0.3 -0.2
-0.2 0.8 0.1
0.2 -0.2 -0.3
0.2 0.2 -0.4
0.3 -0.1 0.3
-0.1 0.8 0.4
-0.1 -0.3 -0.2


Record 4
ORCA calculation (ωB97M-V with the def2-TZVPD basis set) on a structure of composition C13H33AgBrN2O4.

Values from the calculation:
Total charge: 0
2S+1: 2
HOMO energy (alpha / beta), Ha: -0.23707 / -0.23707
HOMO-LUMO gap (alpha / beta), eV: 4.4 / 4.4
Strongest force on any atom, eV/A: 5.874

Cartesian coordinates (Å):
Ag: 0.079041 13.820741 22.125834
Br: 2.502250 17.378211 23.245952
O: -0.681665 15.048146 18.652942
O: 3.029428 11.774098 22.281623
O: -2.569890 15.213795 24.242325
O: -3.257581 10.476963 20.790521
N: 1.616240 11.806664 24.732576
N: -4.621857 9.913542 20.757023
C: 3.205413 10.704086 23.272479
C: -6.093880 8.015548 21.126716
C: -6.955193 10.256130 20.355755
C: -3.833667 7.794113 21.916827
C: -4.637518 8.415620 20.799244
C: -5.598259 12.233180 20.306286
C: -7.172537 8.764797 20.411686
C: -5.226172 10.687769 18.345985
C: 3.287186 10.272760 25.815973
C: 2.969593 11.224177 24.673291
C: -5.589655 10.658858 19.907138
C: 3.327795 11.290880 20.990251
C: -4.173339 7.793902 19.478719
H: -7.680535 10.783548 19.736238
H: 3.503124 10.721037 26.785771
H: 1.813069 12.138741 25.665897
H: 3.101968 10.249619 20.760290
H: 2.497763 9.544475 26.001780
H: -3.805304 6.770149 19.546528
H: -5.520431 9.728049 17.921206
H: 4.367044 11.372681 20.671835
H: -7.139393 10.597137 21.374531
H: -5.804157 11.404737 17.762885
H: 2.375914 10.047418 23.010136
H: 0.003622 15.553957 18.216157
H: -6.409156 12.709611 19.755335
H: -5.643260 12.549396 21.348435
H: -4.188875 8.150863 22.883601
H: -3.922125 6.724550 22.107383
H: -6.264281 6.961401 20.908025
H: -6.307794 8.155722 22.186291
H: 2.758610 11.776109 20.197355
H: -5.073499 7.759756 18.865016
H: 1.039483 10.999676 24.922914
H: -4.754686 12.707839 19.805094
H: -3.202325 14.581305 24.583241
H: -1.391064 15.001635 18.011986
H: 4.217972 10.304248 23.218275
H: -8.120613 8.522667 20.891913
H: 3.634182 12.086150 24.731673
H: -2.589126 15.935179 24.871188
H: -3.425697 8.370448 18.933998
H: -4.183907 10.770447 18.037822
H: -2.744019 7.817397 21.901570
H: -7.328600 8.402048 19.395739
H: 4.171987 9.665969 25.623475

Atomic forces in eV per Å
0.6 0.5 0.4
-0.4 -0.6 -0.2
0.0 -0.2 0.3
0.4 -0.8 0.4
0.1 -0.2 -0.3
-5.5 -2.2 -0.2
0.8 -0.4 1.0
5.6 1.7 -0.3
-0.7 0.7 -0.6
-0.2 -0.1 0.0
-1.0 -0.9 0.1
1.0 0.1 1.9
-0.2 -0.8 0.2
1.0 -0.6 -1.4
-1.0 -0.1 -1.4
-1.0 -1.7 0.5
0.3 -0.9 0.0
0.8 0.9 -1.4
1.5 3.5 0.4
0.1 -0.2 -1.2
-0.8 0.3 -0.9
-0.2 -0.3 -0.1
-0.2 0.6 -0.2
-1.5 1.2 0.6
-0.3 -0.5 0.9
-0.3 0.0 -0.2
-0.1 0.1 0.4
-0.1 -0.2 -0.1
0.4 0.4 0.5
0.4 0.5 0.1
-0.1 0.3 0.5
0.4 -1.0 0.1
0.3 0.2 0.0
-0.5 -0.3 0.2
0.1 -0.6 0.0
0.3 0.6 0.1
-1.0 -0.3 -1.0
0.4 -0.2 0.1
0.5 0.0 0.2
-0.2 0.7 0.4
0.2 -0.1 -0.5
-0.7 -0.2 -0.1
0.5 -0.1 0.5
-0.2 -0.2 0.1
-0.2 0.0 -0.1
-0.1 -0.4 -0.4
-0.1 0.2 0.1
0.2 0.1 0.2
0.2 0.3 0.1
0.0 0.2 0.3
0.1 0.3 0.9
0.0 1.0 -0.4
0.3 -0.2 -0.3
0.2 0.0 -0.3